[1]
# C3H5NO2

One molecule with the formula C3H5NO2 (ωB97M-V/def2-TZVPD, the OMol25 dataset).

Net charge   0
F_max   0.73 eV/A
Lowest unoccupied orbital energy   0.92 eV

Geometry (Å):
H: 0.812128 1.444454 1.179138
O: 1.057825 -1.129060 -1.201959
O: -0.473598 0.508282 -1.037184
H: 0.558724 0.023815 -2.785773
H: 0.315343 0.119369 2.269895
H: -2.379117 -0.560389 0.041361
H: 1.411670 -0.205729 0.905703
N: -1.675931 -0.436173 0.766667
C: -0.619581 0.093528 0.343558
C: 0.439333 -0.241814 -1.715725
C: 0.553204 0.383716 1.234320

Forces on the atoms, in the same order (eV/Å):
H 0.0 -0.1 0.0
O 0.0 0.0 -0.4
O 0.3 -0.5 0.1
H -0.4 0.3 0.5
H -0.1 0.1 -0.4
H 0.1 0.0 -0.1
H -0.1 0.2 0.1
N 0.3 0.4 -0.4
C -0.2 -0.2 0.3
C 0.1 -0.2 0.3
C 0.0 0.1 -0.1

[2]
# C2H2O3S

One molecule with the formula C2H2O3S in a non-equilibrium geometry (ωB97M-V/def2-TZVPD, the OMol25 dataset).

Net charge   0
F_max   3.63 eV/A
Lowest unoccupied orbital energy (spin up / spin down)   -1.91 / -1.91 eV

Geometry (Å):
S: 2.919992 0.060476 0.131745
O: 0.732166 -1.481863 -0.025638
O: 3.990585 -0.874895 0.088931
C: 1.431993 -0.595321 -0.721266
C: 0.166265 -0.158508 -0.177526
H: 0.246748 0.614752 0.553890
O: 3.293232 1.459045 -0.116399
H: -0.679980 0.102640 -0.938490

Forces on the atoms, in the same order (eV/Å):
S 1.8 2.6 -0.2
O -0.9 0.0 0.1
O 0.3 -0.9 0.2
C 0.3 0.1 -0.1
C -1.7 1.7 -2.8
H -0.2 -0.4 1.3
O -1.1 -1.8 0.0
H 1.4 -1.4 1.4